{
  "formula": "C37H52AsN2O2PSSe2Si2Te2Y",
  "method": "ωB97M-V/def2-TZVPD",
  "symbols": ["Y", "C", "C", "C", "C", "C", "C", "C", "P", "C", "C", "C", "C", "C", "C", "C", "C", "C", "C", "C", "C", "C", "C", "H", "H", "H", "H", "H", "H", "H", "H", "H", "H", "H", "H", "H", "H", "H", "H", "H", "H", "H", "H", "Se", "Te", "Te", "Se", "C", "Si", "C", "C", "As", "Si", "C", "C", "C", "H", "H", "H", "H", "H", "H", "H", "H", "H", "H", "H", "H", "H", "H", "H", "H", "H", "H", "O", "C", "O", "C", "N", "C", "C", "C", "H", "H", "H", "H", "H", "H", "H", "H", "H", "S", "C", "N", "C", "C", "C", "C", "H", "H", "H", "H", "H"],
  "xyz": [[0.0122, -0.3106, -1.7568], [-3.1250, 0.7723, 2.1748], [-2.6603, 2.0329, 2.8487], [-3.2139, 2.4072, 4.0681], [-2.8170, 3.5651, 4.7210], [-1.8461, 4.3686, 4.1473], [-1.2830, 4.0084, 2.9306], [-1.6759, 2.8497, 2.2640], [-0.9713, 2.3235, 0.6400], [0.3987, 3.5444, 0.4403], [1.4074, 3.2557, 1.3696], [2.5525, 4.0210, 1.4814], [2.7423, 5.0790, 0.6066], [1.7829, 5.3414, -0.3538], [0.6016, 4.6008, -0.4634], [-0.3506, 5.0150, -1.5542], [-2.3739, 2.7550, -0.4425], [-3.0526, 3.9703, -0.3218], [-4.0160, 4.3522, -1.2329], [-4.2971, 3.4936, -2.2979], [-3.6934, 2.2576, -2.3784], [-2.7610, 1.8146, -1.4169], [-2.2933, 0.4227, -1.4233], [-3.6960, 0.1492, 2.8648], [-2.2702, 0.1958, 1.8086], [-3.7516, 0.9999, 1.3085], [-3.9686, 1.7691, 4.5151], [-3.2608, 3.8320, 5.6723], [-1.5235, 5.2777, 4.6400], [-0.5270, 4.6462, 2.4914], [1.2821, 2.3987, 2.0232], [3.2975, 3.7729, 2.2258], [3.6439, 5.6776, 0.6518], [1.9473, 6.1448, -1.0629], [0.1815, 5.6194, -2.2889], [-1.1719, 5.6125, -1.1566], [-0.7905, 4.1700, -2.0773], [-2.7888, 4.6366, 0.4928], [-4.5202, 5.3057, -1.1385], [-5.0204, 3.7837, -3.0518], [-3.9598, 1.5790, -3.1808], [-2.8470, -0.1595, -2.1664], [-2.4470, -0.0156, -0.4295], [1.7091, -2.4048, -3.1385], [-0.0681, -1.6732, -4.7733], [1.0767, 0.6665, -5.4518], [0.0996, 1.9534, -3.5241], [2.1783, -3.2560, 2.0914], [3.2757, -2.1304, 1.0398], [4.6299, -1.6294, 2.2529], [4.1263, -3.2754, -0.2183], [2.1869, -0.2590, 0.2130], [4.0179, 0.7315, -0.8646], [5.0351, -0.3778, -1.9992], [5.2651, 1.4883, 0.3445], [3.4015, 2.1571, -1.9154], [2.8464, -3.9579, 2.6021], [1.4538, -3.8424, 1.5225], [1.6187, -2.7000, 2.8446], [5.0793, -2.5217, 2.7012], [4.2121, -1.0140, 3.0525], [5.4217, -1.0604, 1.7732], [4.0915, -4.3144, 0.1280], [5.1812, -3.0129, -0.3217], [3.6817, -3.2181, -1.2138], [5.6401, -1.0956, -1.4409], [5.7166, 0.2592, -2.5737], [4.4056, -0.9250, -2.7026], [5.9675, 0.7564, 0.7393], [4.7642, 1.9680, 1.1853], [5.8479, 2.2490, -0.1847], [3.0326, 1.8059, -2.8808], [4.2294, 2.8504, -2.0978], [2.5918, 2.7153, -1.4427], [-2.3587, -3.8288, -3.2915], [-1.6687, -3.5488, -2.3256], [-1.4233, -2.3962, -1.8292], [-1.0268, -4.6937, -1.5224], [0.1968, -4.1878, -0.8293], [1.0781, -5.3606, -0.6293], [0.9277, -6.0930, -1.9566], [-0.5606, -5.9264, -2.3097], [-1.7422, -4.9676, -0.7429], [-0.0427, -3.6356, 0.0145], [0.6660, -3.5131, -1.4891], [0.6917, -5.9395, 0.2115], [2.0866, -5.0261, -0.4080], [1.2387, -7.1339, -1.8869], [1.5483, -5.5946, -2.7026], [-1.1376, -6.8020, -2.0140], [-0.7241, -5.7658, -3.3731], [-0.9426, -2.0038, 1.4557], [-2.6046, -2.3113, 1.3838], [-3.2413, -2.3779, 0.1848], [-4.5697, -2.5445, 0.0239], [-5.3845, -2.6801, 1.1050], [-4.7873, -2.6411, 2.3826], [-3.4408, -2.4651, 2.5227], [-2.6330, -2.3060, -0.6466], [-4.9133, -2.5576, -1.0008], [-6.4479, -2.8081, 0.9752], [-5.4056, -2.7451, 3.2657], [-2.9705, -2.4147, 3.4935]],
  "atomic_forces_ev_per_a": [[-0.391, -0.635, -0.352], [0.056, 0.155, 0.013], [0.008, -0.016, -0.030], [0.010, 0.005, 0.005], [0.006, -0.007, -0.003], [-0.002, 0.015, -0.002], [-0.045, 0.023, -0.035], [0.055, -0.045, 0.060], [-0.030, -0.058, -0.125], [-0.016, 0.028, 0.000], [-0.011, -0.019, 0.038], [0.008, -0.037, -0.027], [0.011, 0.004, -0.012], [-0.001, -0.011, 0.005], [0.023, 0.002, 0.021], [-0.065, -0.036, 0.012], [0.034, 0.112, 0.110], [0.080, 0.029, -0.017], [0.008, -0.007, -0.037], [0.001, 0.007, 0.025], [-0.004, -0.005, 0.006], [-0.163, -0.084, -0.047], [0.118, 0.096, 0.010], [0.011, 0.101, -0.028], [-0.089, 0.126, 0.092], [-0.046, 0.016, -0.020], [-0.004, 0.000, 0.000], [-0.002, 0.004, 0.001], [0.002, -0.002, 0.003], [0.015, -0.005, 0.003], [0.010, -0.010, -0.005], [0.026, -0.012, 0.001], [-0.005, 0.006, 0.004], [-0.002, 0.004, 0.001], [0.000, -0.013, -0.008], [-0.013, 0.009, 0.001], [-0.033, -0.031, 0.018], [0.004, 0.018, 0.009], [-0.006, -0.004, 0.002], [0.002, 0.007, 0.000], [0.002, 0.000, -0.003], [0.004, -0.054, 0.036], [0.007, -0.043, -0.041], [-0.062, 0.150, 0.077], [0.029, -0.049, -0.229], [-0.034, 0.031, 0.064], [0.044, -0.070, 0.118], [-0.056, -0.012, -0.048], [0.045, 0.021, -0.105], [-0.073, -0.026, 0.063], [0.000, -0.016, 0.035], [0.172, 0.075, 0.239], [-0.024, 0.046, -0.014], [0.037, 0.023, 0.021], [-0.062, 0.015, -0.009], [0.029, 0.006, -0.009], [-0.039, -0.029, 0.012], [0.054, 0.054, 0.095], [0.023, 0.013, -0.004], [-0.006, -0.006, -0.003], [0.012, 0.004, -0.001], [0.077, 0.070, -0.064], [0.027, -0.004, 0.001], [-0.015, 0.031, -0.019], [-0.022, -0.031, 0.004], [-0.021, 0.005, -0.013], [0.012, -0.024, -0.006], [-0.022, 0.000, 0.004], [0.032, -0.087, 0.052], [-0.023, 0.023, 0.025], [-0.009, 0.000, -0.003], [-0.018, 0.005, 0.019], [0.005, -0.009, -0.017], [0.013, 0.014, 0.025], [-0.062, 0.011, 0.097], [0.283, -0.174, -0.219], [0.061, 0.489, 0.081], [-0.030, -0.002, 0.030], [-0.066, 0.086, 0.094], [-0.001, -0.034, -0.028], [0.003, 0.009, -0.010], [-0.003, -0.007, -0.018], [0.002, -0.017, 0.016], [-0.020, -0.046, -0.036], [0.048, 0.003, -0.054], [0.004, 0.007, 0.003], [0.035, 0.014, -0.005], [-0.007, -0.004, 0.008], [-0.008, -0.005, 0.005], [-0.002, 0.001, -0.002], [0.003, 0.004, 0.001], [0.067, -0.182, 0.057], [-0.018, -0.083, -0.022], [-0.089, -0.117, 0.168], [0.023, 0.000, -0.001], [0.000, 0.010, 0.036], [0.010, -0.041, -0.027], [-0.014, -0.042, -0.062], [0.088, 0.261, -0.109], [-0.004, 0.003, -0.005], [-0.004, 0.005, 0.006], [-0.008, 0.002, -0.001], [0.009, -0.006, 0.005]],
  "mulliken_charge": [0.107, -0.248, 0.318, -0.531, -0.805, -0.841, -0.521, 0.000, 1.025, 1.098, -0.422, -0.861, -0.892, -0.837, 0.768, -1.385, 0.995, -0.702, -0.621, -0.756, -0.801, 0.604, -0.698, 0.395, -0.769, 0.364, 0.392, 0.355, 0.433, 0.384, 0.422, 0.495, 0.327, 0.325, 0.387, 0.303, -0.039, 0.546, 0.376, 0.377, 0.470, 0.728, -0.484, -0.580, -0.075, -0.327, -0.395, -1.102, 0.355, -1.208, -1.186, 0.142, 0.377, -0.976, -1.223, -0.469, 0.363, 0.252, 0.269, 0.343, 0.266, 0.288, 0.492, 0.471, 0.153, 0.255, 0.385, 0.125, 0.415, 0.178, 0.414, 0.048, 0.393, -0.120, -0.758, -0.466, 0.812, 0.905, 1.562, -0.102, -0.595, -0.993, 0.462, -0.652, -0.772, 0.443, -0.216, 0.459, 0.241, 0.319, 0.391, -0.297, 0.687, 0.843, -0.169, -0.870, 0.009, -1.211, -0.915, 0.503, 0.443, 0.402, 0.434],
  "orbital_gap_ev": 6.006,
  "total_energy_ev": -289337.6084,
  "de_lowest_kcal_mol": 0.0,
  "spin_multiplicity": 1,
  "e_homo_ev": -4.1,
  "charge": -1
}

---

{
  "formula": "C37H52BrF8NO8S",
  "method": "ωB97M-V/def2-TZVPD",
  "symbols": ["C", "C", "O", "C", "C", "C", "C", "C", "C", "C", "O", "C", "C", "F", "F", "C", "F", "F", "C", "F", "F", "C", "F", "F", "C", "C", "C", "N", "C", "C", "C", "C", "C", "O", "C", "C", "C", "C", "O", "O", "C", "C", "C", "C", "Br", "C", "S", "H", "H", "H", "H", "H", "H", "H", "H", "H", "H", "H", "H", "H", "H", "H", "H", "H", "H", "H", "H", "H", "H", "H", "H", "H", "H", "H", "H", "H", "H", "H", "H", "H", "H", "H", "H", "H", "H", "C", "O", "C", "C", "O", "C", "C", "O", "C", "H", "H", "H", "H", "H", "H", "H", "H", "H", "H", "H", "H", "H", "H"],
  "xyz": [[1.7697, -0.1995, 4.7036], [0.7344, -1.2516, 5.0704], [0.6860, -2.3336, 4.1505], [0.0848, -2.0033, 2.9087], [0.8856, -2.6308, 1.7565], [1.1305, -1.6800, 0.6114], [0.4879, -1.8923, -0.6100], [0.6684, -1.0250, -1.6911], [-0.0391, -1.2854, -2.9984], [-1.5307, -1.5243, -2.8041], [-2.0853, -0.4344, -2.0861], [-3.3088, 0.0467, -2.5586], [-4.2741, 0.2252, -1.3779], [-3.6222, 0.4292, -0.2294], [-5.0130, -0.9007, -1.2402], [-5.2544, 1.3834, -1.5906], [-4.5739, 2.5035, -1.8932], [-6.0130, 1.0700, -2.6532], [-6.1812, 1.7027, -0.3884], [-7.2592, 2.3232, -0.8916], [-6.5910, 0.5811, 0.2074], [-5.5395, 2.6410, 0.6746], [-4.9782, 1.8964, 1.6312], [-6.5223, 3.3742, 1.2372], [1.5115, 0.0742, -1.5154], [2.1679, 0.3046, -0.3029], [1.9714, -0.5833, 0.7550], [3.0013, 1.4277, -0.1802], [3.9746, 1.5913, -1.1926], [5.3188, 1.8318, -0.8895], [5.8608, 1.9825, 0.4999], [5.9988, 3.4542, 0.9273], [4.7039, 4.2478, 0.8336], [4.5104, 4.6782, -0.4925], [3.4601, 5.6246, -0.6337], [6.1990, 1.9533, -1.9583], [5.8001, 1.8711, -3.2900], [6.8531, 1.9490, -4.3604], [7.0638, 0.6182, -4.8338], [7.3506, 0.7208, -6.2362], [4.4482, 1.6648, -3.6015], [3.9310, 1.6094, -5.0125], [3.4253, 2.9476, -5.5969], [2.9387, 3.9499, -4.5671], [4.7132, 3.8132, -6.7976], [3.5603, 1.5183, -2.5307], [1.8136, 1.2767, -2.7927], [2.6892, -0.6722, 4.3689], [2.0002, 0.3968, 5.5834], [1.4011, 0.4552, 3.9202], [-0.2583, -0.8053, 5.1338], [1.0089, -1.6847, 6.0271], [0.0434, -0.9281, 2.7473], [-0.9296, -2.4023, 2.8859], [1.8490, -2.9600, 2.1399], [0.4050, -3.5206, 1.3623], [-0.1702, -2.7416, -0.7047], [0.0904, -0.4711, -3.7030], [0.4130, -2.1657, -3.4547], [-1.6669, -2.4340, -2.2212], [-1.9875, -1.6437, -3.7831], [-3.8069, -0.6294, -3.2503], [-3.1581, 0.9921, -3.0800], [-4.8110, 3.3311, 0.2603], [2.4704, -0.4085, 1.6994], [3.3961, 1.4942, 0.7426], [6.8450, 1.5236, 0.5580], [5.2532, 1.4783, 1.2506], [6.7140, 3.9376, 0.2633], [6.3728, 3.5058, 1.9451], [4.7793, 5.1109, 1.5005], [3.8660, 3.6310, 1.1750], [2.8412, 5.6649, 0.2587], [3.8767, 6.6043, -0.8550], [2.8242, 5.2995, -1.4549], [7.2471, 2.1084, -1.7421], [7.7808, 2.2871, -3.9004], [6.5713, 2.5986, -5.1763], [7.1548, -0.1782, -6.5217], [3.0764, 0.9413, -5.0386], [4.6815, 1.1679, -5.6625], [2.5874, 2.7092, -6.2392], [3.6381, 4.1002, -3.7510], [2.7847, 4.9140, -5.0434], [1.9651, 3.6363, -4.1976], [-5.1249, -5.9422, 5.8627], [-5.6342, -4.8215, 5.1753], [-4.9099, -3.6252, 5.4096], [-4.7814, -2.7856, 4.1570], [-3.8764, -3.2903, 3.1875], [-4.2449, -4.4385, 2.4387], [-5.3580, -4.2194, 1.4365], [-6.6230, -4.1160, 2.0655], [-7.4997, -3.2125, 1.4291], [-5.3541, -5.8895, 6.9329], [-5.6014, -6.8279, 5.4449], [-4.0416, -6.0351, 5.7272], [-3.9082, -3.8489, 5.7926], [-5.4498, -3.0392, 6.1649], [-4.3534, -1.8269, 4.4612], [-5.7590, -2.5746, 3.7206], [-4.4600, -5.2882, 3.0889], [-3.3487, -4.6903, 1.8658], [-5.3808, -5.0785, 0.7523], [-5.1404, -3.3161, 0.8549], [-7.0126, -2.2490, 1.2415], [-8.3442, -3.0493, 2.0965], [-7.8694, -3.6198, 0.4813]],
  "atomic_forces_ev_per_a": [[-0.170, -0.058, 0.032], [0.157, -0.222, -0.319], [0.156, 0.183, 0.089], [0.138, -0.480, -0.297], [0.327, 0.195, -0.187], [-0.416, -0.157, -0.397], [0.383, 0.517, 0.103], [0.251, 0.168, 0.274], [-0.122, -0.016, 0.233], [0.625, -0.147, 0.113], [-0.117, -0.033, -0.187], [0.001, 0.224, 0.098], [0.170, -0.074, -0.582], [0.276, 0.206, 0.404], [-0.094, -0.403, 0.134], [-0.237, -0.398, 0.231], [0.277, 0.443, -0.076], [-0.213, -0.080, -0.292], [0.200, 0.410, 0.058], [-0.212, 0.242, -0.177], [-0.170, -0.381, 0.137], [-0.180, 0.218, -0.153], [0.266, -0.218, 0.309], [-0.225, 0.035, 0.137], [0.176, 0.115, -0.107], [-0.531, -0.563, 0.163], [-0.019, 0.237, -0.262], [0.170, -0.105, -0.178], [0.296, 0.179, -0.123], [-0.164, -0.254, -0.438], [-0.024, 0.420, 0.360], [-0.262, -0.138, -0.492], [0.431, 0.020, 0.182], [-0.124, 0.054, -0.020], [0.096, -0.497, -0.169], [-0.330, -0.056, -0.304], [-0.109, 0.072, 0.188], [0.044, -0.293, 0.581], [-0.281, -0.198, -0.026], [0.214, 0.250, -0.231], [-0.018, -0.042, 0.496], [0.326, 0.143, -0.146], [-0.237, -0.149, 0.387], [-0.039, 0.362, -0.402], [0.089, -0.064, 0.033], [-0.094, -0.048, 0.215], [-0.017, -0.052, 0.076], [0.111, -0.115, -0.017], [-0.006, 0.186, 0.022], [0.061, 0.176, -0.133], [-0.132, 0.122, 0.262], [-0.164, -0.157, 0.132], [-0.034, 0.176, 0.157], [-0.217, 0.142, 0.102], [0.088, 0.018, 0.229], [-0.192, -0.138, 0.063], [-0.083, -0.146, -0.037], [0.127, 0.190, 0.016], [-0.082, -0.178, -0.133], [-0.270, -0.165, -0.032], [-0.249, -0.029, -0.091], [0.006, -0.177, -0.068], [-0.037, 0.175, 0.061], [0.143, -0.042, -0.120], [0.108, 0.000, 0.091], [0.031, 0.011, 0.095], [0.093, -0.139, -0.054], [-0.112, -0.211, 0.004], [0.166, 0.131, 0.073], [0.123, -0.018, 0.166], [-0.090, 0.136, 0.070], [-0.230, 0.054, 0.024], [-0.068, 0.112, 0.182], [-0.015, 0.181, 0.043], [-0.043, 0.073, -0.141], [0.139, 0.024, 0.001], [0.147, 0.271, -0.159], [-0.008, 0.045, -0.252], [-0.043, -0.128, 0.043], [-0.133, -0.182, 0.080], [0.078, 0.058, -0.121], [0.030, 0.059, -0.353], [0.064, -0.112, 0.139], [-0.043, 0.105, -0.084], [0.005, -0.131, 0.309], [-0.134, 0.070, 0.006], [0.224, -0.064, -0.232], [-0.195, -0.076, 0.049], [-0.024, 0.122, -0.018], [0.071, 0.002, -0.011], [0.068, -0.038, 0.005], [-0.156, -0.116, 0.012], [0.125, 0.241, 0.172], [0.003, -0.118, -0.003], [0.086, -0.031, 0.028], [-0.051, 0.025, 0.021], [0.011, 0.010, 0.041], [0.018, -0.017, -0.009], [0.133, 0.091, 0.044], [0.023, -0.009, -0.007], [-0.070, -0.177, 0.011], [-0.186, 0.037, 0.031], [0.010, 0.020, 0.001], [0.120, 0.051, -0.097], [0.002, 0.024, 0.005], [0.001, -0.004, -0.039], [-0.013, -0.059, -0.007], [0.001, 0.072, -0.044]],
  "mulliken_charge": [-1.054, -0.299, -0.424, -0.025, -1.441, 0.203, -0.804, -0.066, -1.361, -0.565, 0.023, -1.151, 1.144, -0.339, -0.311, 0.452, -0.296, -0.338, 0.667, -0.327, -0.216, 0.175, -0.212, -0.283, 1.223, -0.187, -0.271, -0.143, -0.826, 0.528, -1.484, -0.737, -0.612, -0.270, -0.850, -0.800, 0.820, -0.811, -0.217, -0.398, 0.403, -1.460, 0.059, -1.405, -0.196, 0.920, -0.299, 0.245, 0.441, 0.272, 0.276, 0.361, 0.395, 0.047, 0.454, 0.418, 0.227, 0.354, 0.444, 0.154, 0.564, 0.373, 0.283, 0.261, 0.589, 0.153, 0.502, 0.345, 0.332, 0.511, 0.592, 0.353, 0.422, 0.275, 0.176, 0.417, 0.485, 0.175, 0.312, 0.476, 0.506, 0.430, 0.306, 0.591, 0.313, -0.776, -0.291, -0.628, -0.318, -0.291, -0.458, -0.274, -0.320, -0.545, 0.323, 0.234, 0.348, 0.349, 0.402, 0.388, 0.119, 0.137, 0.422, 0.425, 0.063, 0.115, 0.273, 0.333],
  "orbital_gap_ev": 8.175,
  "total_energy_ev": -159695.4089,
  "spin_multiplicity": 1,
  "e_homo_ev": -7.8,
  "charge": 0
}